Entry 1:
The following is a DFT calculation (the ωB97M-V functional and the def2-TZVPD basis) of the molecule C2H4NO2P at a distorted geometry.

```
10
Properties=species:S:1:pos:R:3:forces:R:3
C 0.76178 0.46109 0.43473 -3.996 -0.875 -3.248
C -0.78400 0.70178 0.04487 1.968 -1.899 -3.465
N 0.19295 -1.75578 0.12177 -0.512 -1.188 1.059
O 0.77751 -0.84883 0.95159 1.584 0.728 2.057
O 0.41724 -1.36425 -1.19480 0.911 -0.467 -2.443
P -1.14174 -1.06934 -0.76454 -0.830 2.043 0.716
H 1.17692 0.39384 -0.59762 0.654 0.878 1.274
H 1.04010 1.23310 1.07498 1.249 0.606 1.284
H -1.54827 0.81989 0.72975 -1.179 0.544 1.925
H -0.89250 1.42851 -0.80072 0.151 -0.372 0.842
```
Positions in Å, forces in eV/Å.

Properties
charge = 0
ΔE to the lowest compared entry with this formula, charge and spin = 116.4 kcal/mol
F_max = 0.102 Eh/bohr
SMILES = C1Cp2on2O1
electronic energy = -625.0458 hartree
2S+1 = 1



Entry 2:
The following is a DFT calculation (the ωB97M-V functional and the def2-TZVPD basis) of a cluster of 2 separate species, C5F8 in total at a distorted geometry.

```
13
Properties=species:S:1:pos:R:3:forces:R:3
C -1.55845 -0.37515 0.58031 3.612 1.602 -2.626
C -2.54016 0.00479 1.20424 0.180 -2.077 -0.163
C 0.10302 0.25148 -0.45353 -2.431 -1.027 3.144
C 0.97843 0.70884 0.77292 0.780 -0.789 0.635
C 0.79670 -0.64996 -1.50944 2.243 -1.995 1.387
F -3.58951 -0.34164 1.86898 -0.123 0.956 0.073
F -0.34267 1.33678 -1.01821 -0.398 0.934 -0.871
F 1.81006 1.65854 0.32965 0.206 -0.343 -0.038
F 0.21391 1.25880 1.69848 -0.056 0.148 0.004
F 1.70817 -0.27603 1.39322 -0.965 1.104 -1.122
F -0.02972 -1.22963 -2.34477 -0.027 0.350 0.007
F 1.48712 -1.64849 -0.79143 -1.380 1.307 -1.185
F 1.78485 -0.00034 -2.19500 -1.640 -0.171 0.755
```
Positions in Å, forces in eV/Å.

Properties
charge = 0
ΔE to the lowest compared entry with this formula, charge and spin = 89.1 kcal/mol
F_max = 0.092 Eh/bohr
electronic energy = -989.2668 hartree
2S+1 = 1



Entry 3:
The following is a DFT calculation (the ωB97M-V functional and the def2-TZVPD basis) of a structure of composition C26H40CoN5O3S2Sb.

```
78
Properties=species:S:1:pos:R:3:forces:R:3
Co 0.31087 -0.63787 1.36622 0.018 -0.020 0.855
N -3.69865 -0.98276 3.14791 0.065 0.019 -0.067
C -2.38067 -0.77312 2.80731 -0.177 -0.079 0.023
S -1.56787 -2.03762 1.96076 0.193 0.113 -0.485
N -1.87968 0.37296 3.12982 0.267 -0.014 -0.105
N -0.55331 0.53443 2.71927 -0.345 -0.043 -0.248
C -0.07907 1.66346 3.09331 0.269 0.091 0.173
C 1.26474 2.15388 2.87850 -0.307 0.093 0.053
C 1.60523 3.39370 3.43982 0.001 0.056 0.005
C 2.86546 3.93298 3.30729 0.025 -0.071 -0.033
C 3.82803 3.20282 2.59441 -0.056 0.028 -0.001
C 3.51991 1.98483 2.03468 0.028 -0.006 -0.003
C 2.22329 1.42194 2.14864 0.080 -0.194 -0.168
O 1.97138 0.29128 1.57287 0.181 0.179 -0.241
H -3.99258 -1.94164 3.20831 -0.006 -0.005 -0.004
H -4.06812 -0.35059 3.83961 0.009 -0.028 0.042
H -0.76152 2.30870 3.64286 0.034 -0.022 0.074
H 0.84366 3.92847 3.99856 0.007 -0.007 -0.006
H 3.11240 4.88295 3.76135 -0.001 0.005 -0.029
H 4.82767 3.60529 2.47699 0.004 -0.016 0.019
H 4.25788 1.41425 1.48227 0.000 0.027 0.008
C 3.39477 -3.05862 3.50363 0.039 -0.002 -0.009
C 2.28282 -2.98375 2.49536 -0.234 -0.046 -0.076
O 1.36001 -2.19624 2.60069 0.282 0.100 0.412
N 2.33364 -3.85377 1.45334 0.075 -0.054 -0.074
C 1.37183 -3.75398 0.36026 0.119 0.101 0.091
C 1.78926 -2.68393 -0.61508 -0.143 0.033 0.011
C 2.58734 -3.00067 -1.70732 -0.019 -0.013 -0.002
C 3.05762 -1.98656 -2.52010 0.046 -0.024 -0.052
C 2.71939 -0.68146 -2.20981 -0.047 0.022 -0.023
C 1.88963 -0.44947 -1.12803 -0.062 -0.056 -0.050
N 1.41840 -1.42697 -0.34723 -0.059 -0.077 0.281
H 2.99518 -2.79021 4.47783 -0.003 -0.007 0.001
H 4.14968 -2.31754 3.23389 -0.006 -0.005 0.005
H 3.85809 -4.04374 3.54792 0.010 0.014 -0.010
H 3.18231 -4.37228 1.30287 -0.026 -0.045 0.006
H 0.40010 -3.50265 0.78170 -0.008 -0.075 0.030
H 1.31719 -4.72564 -0.12685 -0.048 0.010 -0.054
H 2.83403 -4.03546 -1.90826 -0.005 0.004 0.017
H 3.67433 -2.21147 -3.38128 0.013 0.005 0.026
H 3.07572 0.14870 -2.80455 -0.035 0.001 -0.001
H 1.55164 0.54251 -0.87118 0.021 0.000 0.006
O -0.30177 1.38508 -0.08608 0.052 0.389 -0.100
S -0.41635 2.88528 0.07657 -0.131 -0.498 0.178
C 1.22320 3.57070 -0.32926 0.052 0.197 -0.010
C 1.17146 4.16755 -1.74015 0.030 -0.102 -0.008
C 0.05132 3.43632 -2.47605 0.006 0.004 0.046
C -1.11124 3.44313 -1.49413 -0.028 0.023 -0.149
H 1.89453 2.71742 -0.24992 -0.001 -0.044 0.018
H 1.49870 4.28226 0.44913 0.032 -0.020 0.001
H 2.13304 4.06149 -2.24322 0.009 0.014 0.019
H 0.94308 5.23429 -1.68909 0.000 0.000 -0.002
H 0.34100 2.40090 -2.67571 0.000 0.017 -0.020
H -0.20667 3.90287 -3.42673 -0.018 0.019 0.009
H -1.92165 2.75476 -1.73378 -0.025 0.034 0.031
H -1.51341 4.44807 -1.34172 0.001 -0.008 -0.019
C -4.01428 -3.24170 -0.89743 0.056 0.028 -0.048
C -3.10615 -2.61035 -1.95330 -0.153 0.001 0.095
Sb -1.89932 -0.95587 -1.22373 0.059 -0.150 -0.483
C -1.74838 -0.14364 -3.24009 -0.039 0.012 -0.048
C -0.84807 -1.02888 -4.10518 -0.012 0.088 0.025
C -3.56004 0.24058 -0.55837 -0.066 0.024 -0.009
C -4.68489 0.44012 -1.56922 0.007 0.024 0.084
H -4.58618 -4.07647 -1.31175 -0.011 0.003 0.017
H -4.72938 -2.51570 -0.50286 0.005 -0.008 -0.003
H -3.44074 -3.61414 -0.04687 0.005 0.016 -0.007
H -3.69324 -2.23684 -2.79694 0.006 -0.047 -0.015
H -2.40976 -3.35458 -2.34692 -0.016 0.002 -0.020
H -1.35183 0.87468 -3.19044 -0.022 -0.031 -0.014
H -2.75244 -0.08879 -3.66671 0.021 0.024 -0.027
H 0.18066 -1.03358 -3.73281 -0.031 -0.027 0.017
H -0.81820 -0.69269 -5.14550 0.011 0.003 0.011
H -1.19772 -2.06420 -4.11165 0.005 0.008 -0.002
H -3.13887 1.19671 -0.23962 -0.024 -0.017 0.050
H -3.92799 -0.25151 0.34505 0.012 0.041 0.017
H -4.34833 0.99273 -2.44842 0.004 -0.011 -0.009
H -5.51356 1.00238 -1.12966 -0.005 -0.005 -0.011
H -5.08853 -0.51352 -1.91602 0.011 0.010 -0.013
```
Positions in Å, forces in eV/Å.

Properties
⟨S²⟩ = 0.919
charge = 0
ΔE to the lowest compared entry with this formula, charge and spin = 2.9 kcal/mol
F_max = 0.017 Eh/bohr
electronic energy = -3933.6336 hartree
2S+1 = 2



Entry 4:
The following is a DFT calculation (the ωB97M-V functional and the def2-TZVPD basis) of a structure of composition C24H23N2O3PtS2.

```
55
Properties=species:S:1:pos:R:3:forces:R:3
Pt -0.03891 0.92678 0.02213 -0.010 0.017 0.034
O 4.12980 0.62891 0.60042 0.002 0.040 0.015
C 2.94306 0.85876 0.82222 0.057 0.000 0.005
O 2.04855 0.89721 -0.09687 -0.042 0.046 0.040
C 2.55130 1.18274 2.25458 0.021 -0.008 -0.006
C 3.51631 1.85614 3.00289 0.007 -0.004 0.012
C 3.31576 2.18510 4.33157 0.009 0.011 0.004
C 2.12698 1.80935 4.94498 0.004 0.008 0.011
C 1.16109 1.13936 4.21844 -0.006 -0.004 0.017
C 1.34282 0.82345 2.86547 -0.030 0.004 -0.025
S 0.01213 -0.04787 2.09275 0.001 0.014 -0.001
H 4.44862 2.09149 2.50667 0.012 -0.004 -0.005
H 4.08056 2.71484 4.88626 0.006 0.002 0.005
H 1.94787 2.04458 5.98783 0.000 0.002 0.006
H 0.22628 0.85636 4.68656 -0.007 -0.002 0.003
C -4.87510 0.33805 -0.20236 -0.016 0.005 -0.014
C -4.29773 1.48013 -0.73263 -0.008 0.002 0.024
C -2.92429 1.68179 -0.64520 0.030 0.155 0.003
C -2.05756 0.77504 -0.01900 0.047 -0.152 -0.121
C -2.68183 -0.37087 0.50596 0.029 0.003 0.013
C -4.04824 -0.59021 0.41477 -0.026 -0.010 0.017
H -5.94317 0.17026 -0.27443 0.000 0.003 0.004
H -4.91360 2.22157 -1.23011 -0.014 0.007 -0.005
H -2.53371 2.58325 -1.10665 -0.017 -0.085 0.040
H -2.08450 -1.12506 1.00383 0.024 0.004 -0.016
H -4.46891 -1.49798 0.83339 -0.006 -0.002 0.001
C -1.56381 6.72850 2.33125 0.007 -0.012 0.008
C -0.75815 5.56722 1.76680 -0.025 0.001 0.017
C -1.40526 5.00927 0.50728 -0.017 0.099 0.008
N -0.58065 3.96913 -0.08384 -0.217 -0.272 -0.132
C -0.34771 3.73337 -1.36755 0.356 -0.018 0.159
S 0.14576 2.23190 -1.93366 -0.281 -0.025 -0.081
N -0.46378 4.77349 -2.28133 -0.127 0.001 -0.020
C -0.09118 6.10450 -2.15391 0.038 0.090 -0.039
O -0.53298 6.93144 -2.92389 0.059 -0.064 0.022
C 0.90860 6.44808 -1.09988 0.030 0.066 0.012
C 0.84418 7.71853 -0.53548 -0.002 -0.047 -0.006
C 1.76008 8.09034 0.43426 0.011 0.007 0.004
C 2.75563 7.20195 0.82260 0.001 0.008 -0.002
C 2.83987 5.94577 0.23810 0.030 0.003 0.017
C 1.91521 5.56380 -0.72098 -0.009 0.041 -0.026
H -1.12746 7.09528 3.26022 0.004 0.005 0.003
H -2.59331 6.43067 2.54076 -0.011 -0.003 0.008
H -1.59356 7.56066 1.62401 -0.003 0.007 -0.008
H -0.67764 4.76667 2.50655 0.016 -0.016 -0.005
H 0.25932 5.88698 1.53492 -0.015 0.000 0.011
H -1.58258 5.80513 -0.21660 0.010 -0.021 0.010
H -2.37960 4.56737 0.74573 0.012 0.031 0.006
H -0.47206 3.10242 0.47058 0.072 0.072 -0.041
H -0.78820 4.51136 -3.20016 -0.009 0.012 0.008
H 0.06860 8.39782 -0.86430 -0.008 0.005 -0.006
H 1.70001 9.07170 0.88706 0.000 -0.001 0.002
H 3.47026 7.49041 1.58293 0.000 -0.002 0.001
H 3.61745 5.25437 0.53451 -0.008 -0.010 0.004
H 1.98671 4.58031 -1.16823 0.019 -0.013 0.003
```
Positions in Å, forces in eV/Å.

Properties
charge = -1
ΔE to the lowest compared entry with this formula, charge and spin = 0.0 kcal/mol
F_max = 0.008 Eh/bohr
electronic energy = -2179.4520 hartree
2S+1 = 1